P.
2 unconnected molecules or ions with the total composition C6H14, computed with ωB97M-V/def2-TZVPD.

XYZ file:
```
20
C6H14 (ωB97M-V/def2-TZVPD)
C 0.929 -0.644 -1.923
C 1.247 0.560 -1.054
C 2.488 0.404 -0.174
H 1.727 -0.852 -2.633
H 0.026 -0.526 -2.525
H 0.808 -1.541 -1.311
H 0.412 0.983 -0.505
H 1.384 1.382 -1.775
H 2.634 1.333 0.375
H 2.208 -0.283 0.621
H 3.362 0.171 -0.770
C -2.378 0.627 0.556
C -1.917 -0.646 1.236
C -1.168 -0.699 2.332
H -3.406 0.809 0.875
H -1.722 1.432 0.860
H -2.531 0.404 -0.497
H -2.466 -1.515 0.871
H -0.896 -1.620 2.743
H -0.741 0.219 2.698
```

Summary:
HOMO (eV): -9.6157
Net charge: 0
SMILES: C=CC.CCC

***

Q.
2 unconnected molecules or ions with the total composition C6H14, computed with ωB97M-V/def2-TZVPD.

XYZ file:
```
20
C6H14 (ωB97M-V/def2-TZVPD)
C -2.197 0.209 -1.400
C -0.901 0.776 -0.874
C 0.167 0.076 -0.475
C 0.215 -1.428 -0.491
C 1.430 0.767 -0.011
C 1.958 0.314 1.355
H -2.569 -0.617 -0.782
H -2.975 0.977 -1.420
H -2.090 -0.171 -2.423
H -0.845 1.865 -0.833
H -1.515 0.028 1.962
H -1.313 -0.351 2.568
H 0.506 -1.816 0.493
H -0.746 -1.875 -0.759
H 0.969 -1.784 -1.206
H 1.256 1.849 0.006
H 2.220 0.594 -0.756
H 2.298 -0.727 1.346
H 2.815 0.932 1.642
H 1.196 0.407 2.136
```

Summary:
HOMO (eV): -8.8333
Net charge: 0
SMILES: C/C=C(\C)CC.[H][H]

***

Which structure loses on stability? Q does.

***

P.
C13H13NOS in the gas phase, computed with ωB97M-V/def2-TZVPD.

XYZ file:
```
29
C13H13NOS (ωB97M-V/def2-TZVPD)
N -0.206 -0.344 0.637
O -0.530 -2.266 2.424
S -0.527 2.713 1.710
C 1.146 2.997 -0.258
C 1.006 4.334 0.310
C 0.408 1.998 0.366
C 0.071 4.349 1.339
C 0.381 0.590 -0.082
C -0.370 -3.967 0.761
C -0.422 -4.348 -0.599
C -0.191 -2.036 -1.199
C -0.211 -1.671 0.162
C -0.342 -2.622 1.121
C -0.313 -3.383 -1.599
C -0.263 5.555 2.140
C -0.281 -3.742 -3.046
H -0.535 -1.283 2.436
H 1.770 2.794 -1.119
H 1.480 5.238 -0.057
H 0.960 0.332 -0.948
H -0.472 -4.716 1.501
H -0.557 -5.387 -0.833
H -0.162 -1.238 -1.927
H -1.350 5.692 2.099
H -0.002 5.441 3.188
H 0.234 6.465 1.778
H 0.472 -4.544 -3.203
H 0.072 -2.892 -3.659
H -1.267 -4.057 -3.441
```

Summary:
HOMO (eV): -7.8917
Net charge: 0
SMILES: Cc1ccc(O)c(/N=C/c2ccc(C)s2)c1

***

Q.
C13H13NOS in the gas phase, computed with ωB97M-V/def2-TZVPD.

XYZ file:
```
29
C13H13NOS (ωB97M-V/def2-TZVPD)
C 2.207 2.242 4.483
C 1.736 1.628 3.077
C 1.181 2.346 2.028
C 0.724 1.826 0.973
C 0.836 0.629 0.793
C 1.598 -0.271 1.906
C 1.980 0.270 3.177
H 2.589 -0.133 3.678
H 1.883 -1.226 1.622
S 0.481 -0.361 -0.695
C -0.895 0.349 -1.062
C -1.936 -0.621 -1.350
O -3.172 -0.850 -0.600
C -1.756 -1.549 -2.576
C -0.865 -1.271 -3.592
C -1.121 -2.464 -4.339
C -2.398 -3.100 -3.968
N -2.679 -2.565 -2.787
H -3.382 -2.822 -2.460
H -2.692 -4.015 -4.406
H -0.546 -2.503 -5.372
H 0.082 -0.787 -3.443
H -0.889 0.985 -1.902
H -1.357 0.795 -0.034
H 0.461 2.577 0.060
H 0.969 3.438 2.266
H 3.061 2.058 4.828
H 1.673 2.023 5.171
H 2.226 3.371 4.523
```

Summary:
HOMO (eV): -8.2290
Net charge: 0
SMILES: Cc1ccc(SCC(=O)c2ccc[nH]2)cc1

***

Which structure loses on stability? Q does.

***

P.
C11H20N2O5 in the gas phase, computed with ωB97M-V/def2-TZVPD.

XYZ file:
```
38
C11H20N2O5 (ωB97M-V/def2-TZVPD)
C 1.155 -1.283 0.059
C -0.009 -0.620 -0.809
C 2.084 -0.009 0.440
C 2.934 -0.509 1.692
C 2.904 0.634 -0.640
C 3.434 1.959 -0.126
C -1.796 1.006 -0.678
C -2.083 2.180 0.307
C -3.013 0.228 -1.127
C -3.747 -0.589 0.113
C -2.846 -1.747 0.739
H 1.379 -3.121 -0.468
H 1.740 -2.083 -1.698
H 0.889 -1.644 1.043
H 1.447 0.781 0.833
H 4.047 -0.361 1.609
H 2.815 0.170 2.624
H 2.833 -1.501 1.906
H 3.697 -0.248 -0.848
H 2.357 0.871 -1.585
H 3.575 1.940 0.979
H 2.780 2.827 -0.315
H 4.339 2.223 -0.642
H -0.727 0.028 0.850
H -1.342 1.624 -1.490
H -2.693 -0.370 -1.905
H -3.712 0.915 -1.526
H -4.684 -1.054 -0.328
H -3.980 0.092 0.894
H -2.132 -3.399 0.674
H -3.259 2.987 -0.925
N 1.845 -2.284 -0.664
N -0.811 0.141 -0.097
O -0.093 -0.803 -1.997
O -1.512 2.290 1.347
O -2.271 -1.494 1.773
O -2.638 -2.885 0.040
O -2.904 3.108 -0.054
```

Summary:
HOMO (eV): -9.0108
Net charge: 0
SMILES: CC[C@H](C)[C@H](N)C(=O)N[C@@H](CCC(=O)O)C(=O)O

***

Q.
C11H20N2O5 in the gas phase, computed with ωB97M-V/def2-TZVPD.

XYZ file:
```
38
C11H20N2O5 (ωB97M-V/def2-TZVPD)
C -0.092 1.748 -0.572
C -0.690 0.430 -0.731
C 1.470 1.798 -0.833
C 2.086 3.296 -0.851
C 2.386 0.758 0.017
C 2.504 1.062 1.501
C -2.021 -1.241 0.245
C -3.157 -0.838 1.215
C -1.519 -2.709 0.428
C -0.631 -3.077 -0.724
C 0.816 -2.604 -0.669
H -1.368 2.182 1.232
H 0.127 2.851 1.201
H -0.639 2.398 -1.339
H 1.644 1.403 -1.851
H 1.986 3.692 0.070
H 3.119 3.239 -1.247
H 1.400 3.606 -1.592
H 3.297 0.865 -0.522
H 1.952 -0.304 -0.202
H 1.487 0.916 2.029
H 3.194 0.309 1.791
H 2.824 2.159 1.635
H -1.125 0.407 1.123
H -2.481 -1.338 -0.689
H -2.401 -3.288 0.311
H -0.928 -2.974 1.298
H -1.092 -2.837 -1.596
H -0.494 -4.206 -0.656
H 0.374 -1.676 -2.257
H -4.995 -1.460 1.485
N -0.467 2.104 0.787
N -1.051 -0.213 0.320
O -0.745 -0.032 -1.864
O -3.264 0.202 1.821
O 1.405 -2.895 0.299
O 1.173 -1.877 -1.806
O -4.085 -1.855 1.194
```

Summary:
HOMO (eV): -9.2829
Net charge: 0
SMILES: CC[C@H](C)[C@H](N)C(=O)N[C@@H](CCC(=O)O)C(=O)O

***

Which structure loses on stability? Q does.

***

P.
4 unconnected molecules or ions with the total composition C2H10O4, computed with ωB97M-V/def2-TZVPD.

XYZ file:
```
16
C2H10O4 (ωB97M-V/def2-TZVPD)
C -1.052 -1.561 1.039
C -0.290 -0.598 1.549
O 1.045 -0.561 1.337
H -2.120 -1.430 1.091
H -0.554 -2.494 0.812
H -0.708 0.307 1.975
H 1.438 0.310 1.437
H 1.274 2.289 -0.412
H 0.485 2.956 0.700
O 0.914 2.124 0.466
H 2.035 -0.213 -2.123
H 1.527 -1.048 -0.958
O 1.234 -0.611 -1.770
H -2.645 -0.016 -2.317
H -1.249 0.099 -1.758
O -2.087 0.574 -1.803
```

Summary:
HOMO (eV): -8.6525
Net charge: 0
SMILES: C=CO.O.O.O

***

Q.
4 unconnected molecules or ions with the total composition C2H10O4, computed with ωB97M-V/def2-TZVPD.

XYZ file:
```
16
C2H10O4 (ωB97M-V/def2-TZVPD)
C 2.739 0.270 -0.322
C 1.712 -0.437 0.095
O 0.878 -0.016 1.067
H 3.387 -0.127 -1.070
H 3.004 1.185 0.162
H 1.477 -1.384 -0.384
H 0.109 -0.613 1.079
H -1.800 -1.279 0.188
H -2.231 -1.753 1.567
O -1.472 -1.392 1.108
H -0.807 2.447 0.420
H 0.065 1.180 0.404
O -0.569 1.692 -0.120
H -2.394 -0.203 -2.110
H -1.771 0.602 -0.933
O -2.328 -0.172 -1.152
```

Summary:
HOMO (eV): -9.1147
Net charge: 0
SMILES: C=CO.O.O.O

***

Which structure loses on stability? P does.

***

P.
6 unconnected molecules or ions with the total composition C15H35ClN5O5, computed with ωB97M-V/def2-TZVPD.

XYZ file:
```
61
C15H35ClN5O5 (ωB97M-V/def2-TZVPD)
Cl -0.164 -0.373 -0.249
C -1.433 -4.847 0.404
C -2.721 -4.071 0.589
O -3.778 -4.653 0.798
N -2.623 -2.740 0.427
C -3.767 -1.849 0.363
H -1.460 -5.342 -0.568
H -1.337 -5.588 1.192
H -0.551 -4.203 0.346
H -1.716 -2.318 0.310
H -4.630 -2.399 -0.006
H -3.520 -1.037 -0.316
H -4.011 -1.465 1.356
C 2.721 -2.167 -1.592
C 3.199 -0.987 -2.407
O 4.318 -0.965 -2.910
N 2.324 0.027 -2.568
C 2.659 1.180 -3.369
H 1.649 -2.319 -1.709
H 2.914 -1.965 -0.538
H 3.282 -3.039 -1.916
H 1.512 0.076 -1.965
H 2.810 0.898 -4.409
H 3.581 1.657 -3.015
H 1.901 1.950 -3.239
C -1.214 2.184 2.522
C -1.751 1.100 3.441
O -2.334 1.384 4.478
N -1.507 -0.172 3.040
C -1.665 -1.320 3.901
H -0.198 2.419 2.842
H -1.843 3.057 2.676
H -1.211 1.872 1.478
H -0.858 -0.257 2.272
H -2.106 -0.996 4.841
H -0.702 -1.782 4.134
H -2.299 -2.077 3.437
C -1.393 3.516 -1.614
C -1.159 2.855 -2.959
O -1.258 3.456 -4.019
N -0.846 1.543 -2.881
C -0.744 0.709 -4.048
H -1.335 4.596 -1.706
H -0.594 3.199 -0.937
H -2.340 3.187 -1.191
H -0.847 1.092 -1.974
H -1.723 0.387 -4.426
H -0.201 -0.206 -3.817
H -0.261 1.239 -4.866
C 2.222 2.438 0.204
C 2.721 1.919 1.534
O 3.576 2.499 2.186
N 2.155 0.760 1.941
C 2.609 0.084 3.149
H 1.229 2.091 -0.066
H 2.958 2.233 -0.574
H 2.209 3.529 0.288
H 1.496 0.265 1.354
H 1.763 -0.514 3.495
H 2.840 0.816 3.917
H 3.457 -0.568 2.942
```

Summary:
HOMO (eV): -7.1094
Net charge: -1

***

Q.
6 unconnected molecules or ions with the total composition C15H35ClN5O5, computed with ωB97M-V/def2-TZVPD.

XYZ file:
```
61
C15H35ClN5O5 (ωB97M-V/def2-TZVPD)
Cl 1.431 0.783 0.311
C -2.112 0.243 2.292
O -3.222 -0.236 2.042
N -1.964 1.140 3.300
C -0.660 1.781 3.493
C -2.935 1.533 4.311
H -1.166 0.038 1.766
H -0.782 2.849 3.669
H -0.036 1.640 2.610
H -0.149 1.381 4.370
H -2.601 1.328 5.328
H -3.220 2.585 4.350
H -3.916 1.111 4.094
C 2.677 -2.739 0.233
O 3.781 -2.199 0.387
N 2.500 -4.030 0.124
C 1.137 -4.619 -0.122
C 3.574 -5.036 0.133
H 1.771 -2.119 0.145
H 0.291 -3.932 -0.104
H 0.895 -5.334 0.664
H 1.137 -5.170 -1.062
H 4.588 -4.744 0.405
H 3.367 -5.713 0.962
H 3.512 -5.620 -0.785
C 1.800 3.992 1.996
O 2.753 4.145 2.739
N 0.598 4.640 2.125
C -0.478 4.429 1.125
C 0.344 5.611 3.087
H 1.729 3.374 1.087
H -1.520 4.336 1.432
H -0.340 3.502 0.568
H -0.457 5.351 0.544
H -0.681 5.968 2.986
H 0.388 5.210 4.100
H 1.075 6.408 2.960
C -1.891 -1.471 -1.238
O -2.182 -2.668 -1.510
N -2.492 -0.428 -1.804
C -1.987 0.900 -1.443
C -3.489 -0.453 -2.851
H -1.130 -1.129 -0.518
H -1.227 0.911 -0.663
H -2.874 1.453 -1.135
H -1.491 1.382 -2.286
H -3.003 -0.503 -3.826
H -4.207 -1.271 -2.808
H -4.036 0.484 -2.961
C 0.325 -2.667 -4.227
O 0.526 -3.870 -4.396
N 1.233 -1.801 -3.781
C 0.983 -0.339 -3.499
C 2.644 -2.060 -3.548
H -0.603 -2.112 -4.436
H 1.412 0.307 -4.264
H 1.355 -0.007 -2.530
H -0.056 -0.024 -3.590
H 2.814 -3.128 -3.684
H 3.354 -1.506 -4.162
H 2.917 -1.887 -2.507
```

Summary:
HOMO (eV): -5.2865
Net charge: -1

***

Which structure loses on stability? Q does.

***

P.
2 unconnected molecules or ions with the total composition C9H18N, computed with ωB97M-V/def2-TZVPD.

XYZ file:
```
28
C9H18N (ωB97M-V/def2-TZVPD)
C -0.729 -1.221 -0.342
C -0.737 -2.367 -1.077
C -1.471 0.092 -0.433
C 2.653 0.467 0.397
C -2.228 0.642 -1.539
C 2.347 1.250 -0.763
C -2.421 2.038 0.834
C 2.720 -1.584 1.612
C -1.550 0.778 0.850
N 2.636 -0.801 0.395
H -0.338 -3.370 -0.771
H -1.317 -2.495 -1.945
H -3.139 0.525 -1.069
H -2.129 0.012 -2.403
H -1.984 1.641 -1.696
H 2.395 2.396 -0.670
H 1.381 0.997 -1.204
H 3.241 0.925 -1.526
H -1.834 2.821 0.245
H -2.512 2.362 1.854
H -3.420 1.869 0.400
H 1.920 -2.173 1.909
H 3.615 -2.242 1.543
H 2.855 -0.830 2.353
H -1.742 0.022 1.665
H -0.455 0.944 1.112
H 2.386 -1.418 -0.350
H -0.142 -1.279 0.616
```

Summary:
HOMO (alpha / beta) (eV): -10.4297 / -10.4300
Net charge: +1

***

Q.
A gas-phase ion, C9H18N (charge +1), computed with ωB97M-V/def2-TZVPD.

XYZ file:
```
28
C9H18N (ωB97M-V/def2-TZVPD)
C 1.295 1.961 1.533
C 1.664 1.459 0.380
C -0.414 -0.338 -0.479
C 1.233 0.261 -0.214
C 2.101 -0.232 -1.368
C -2.410 0.736 -1.300
C -2.353 -0.363 0.886
C 1.060 -2.203 0.451
C -1.640 0.421 -0.119
N 0.533 -0.802 0.521
H 1.836 2.872 1.876
H 0.816 1.591 2.425
H 2.158 2.186 -0.303
H -0.380 -1.044 -1.312
H 1.875 0.512 -2.097
H 1.867 -1.155 -1.766
H 3.158 -0.309 -1.000
H -2.920 -0.053 -1.844
H -1.779 1.271 -2.027
H -3.089 1.602 -0.972
H -2.480 -1.396 0.441
H -3.369 0.053 1.133
H -1.718 -0.321 1.873
H 2.176 -2.061 0.629
H 0.807 -2.953 1.329
H 0.831 -2.667 -0.451
H -1.273 1.473 0.326
H 0.414 -0.502 1.450
```

Summary:
HOMO (eV): -13.3308
Net charge: +1
SMILES: C=C[C@]1(C)[C@H](C(C)C)[N@H+]1C

***

Which structure loses on stability? P does.

***

P.
2 unconnected molecules or ions with the total composition C5H14O, computed with ωB97M-V/def2-TZVPD.

XYZ file:
```
20
C5H14O (ωB97M-V/def2-TZVPD)
C 2.731 0.122 -0.060
C 2.779 1.513 -0.668
H 1.784 -0.330 -0.369
H 3.587 -0.473 -0.376
H 2.656 0.093 1.026
H 2.767 1.513 -1.754
H 3.651 2.088 -0.354
H 1.941 2.147 -0.356
C -1.834 -0.126 0.129
C -3.212 -0.765 0.060
C -0.792 -0.847 0.967
O -1.345 0.009 -1.245
H -1.885 0.929 0.382
H -3.900 -0.133 0.633
H -0.383 -1.704 0.436
H -0.106 -0.119 1.381
H -1.287 -1.354 1.816
H -0.378 -0.002 -1.228
H -3.212 -1.743 0.550
H -3.562 -0.818 -0.968
```

Summary:
HOMO (eV): -10.0477
Net charge: 0
SMILES: CC(C)O.CC

***

Q.
2 unconnected molecules or ions with the total composition C5H14O, computed with ωB97M-V/def2-TZVPD.

XYZ file:
```
20
C5H14O (ωB97M-V/def2-TZVPD)
C -0.353 -0.245 1.289
C 0.448 -0.723 0.073
C 1.177 0.463 -0.602
C 2.009 0.055 -1.855
C 1.961 1.364 0.343
H 0.323 -0.076 2.125
H -0.785 0.709 0.998
H -1.083 -0.981 1.585
H 1.280 -1.390 0.340
H -0.182 -1.200 -0.674
H 0.353 1.050 -1.031
H 1.742 0.639 -2.703
H 1.928 -1.003 -2.061
H 3.050 0.345 -1.679
H 1.279 2.056 0.842
H 2.704 1.954 -0.186
H 2.413 0.771 1.142
H -6.500 -1.617 0.145
H -5.738 -1.297 1.369
O -6.025 -0.874 0.540
```

Summary:
HOMO (eV): -10.6137
Net charge: 0
SMILES: CCC(C)C.O

***

Which structure loses on stability? P does.